Entry 1:
The following is a quantum chemistry calculation of C16H12N3O4OsS2 as an isolated structure at a distorted geometry, from OMol25.

Structure (ORCA input):
```
! wB97M-V def2-TZVPD RIJCOSX def2/J DEFGRID3
* xyz 1 5
Os 0.08480 0.98637 1.16434
N 0.14370 0.35322 -2.88099
C -1.19768 -0.02830 -2.83431
C -2.02720 -0.43746 -3.87562
C -3.28183 -0.77971 -3.44578
C -3.64590 -0.77934 -2.08815
C -2.83634 -0.42097 -1.08686
C -1.58769 0.04536 -1.49899
N -0.45141 0.44620 -0.77201
C 0.53503 0.62559 -1.62157
C 1.79492 1.23741 -1.30777
C 2.83113 1.43603 -2.14863
S 4.02560 2.33128 -1.38634
C 3.09304 2.34473 0.07391
N 1.93707 1.77173 -0.05873
H 0.61012 0.49486 -3.71619
H -1.75593 -0.48041 -4.89572
H -4.01261 -1.21206 -4.11747
H -4.61943 -1.17863 -1.83146
H -3.16420 -0.48275 -0.04263
H 2.97375 0.97281 -3.09286
H 3.40220 2.88998 0.98224
O -0.56397 3.43030 3.92601
S 0.02111 3.28161 2.66000
O 0.85705 1.87944 2.68292
O 0.74448 4.35197 2.09408
O -0.90600 2.77623 1.53269
C 0.86814 -3.38045 2.99457
C 0.79986 -2.26606 3.77506
C 0.54258 -1.01440 3.22158
C 0.31345 -0.88475 1.86047
C 0.34958 -2.03149 1.03431
C 0.70016 -3.26714 1.60390
H 1.12185 -4.35400 3.44190
H 0.90877 -2.36958 4.85879
H 0.54423 -0.12821 3.83452
H 0.14029 -1.99737 -0.04328
H 0.70728 -4.16206 1.00404
*
```

LUMO (alpha / beta) = -4.03 / -5.58 eV
frontier orbital gap (alpha / beta) = 8.146 / 6.963 eV
max |F| = 2.72 eV Å⁻¹
⟨S²⟩ = 6.028
HOMO (alpha / beta) = -12.2 / -12.5 eV

Listed below, in e, are the natural (NBO) charges computed for each atom: 1.7530, -0.4704, 0.0987, -0.2142, -0.1637, -0.1903, -0.2201, 0.1668, -0.5665, 0.4245, 0.0404, -0.4040, 0.5843, -0.0730, -0.4958, 0.4327, 0.2400, 0.2375, 0.2367, 0.2497, 0.2627, 0.2810, -0.8771, 2.5475, -0.8653, -0.9159, -0.9634, -0.1631, -0.1918, -0.1960, -0.3255, -0.2168, -0.1992, 0.2353, 0.2349, 0.2444, 0.2132, 0.2286

***

Entry 2:
The following is a quantum chemistry calculation of C16H12N4O2PdS as an isolated structure, from OMol25.

Structure (ORCA input):
```
! wB97M-V def2-TZVPD RIJCOSX def2/J DEFGRID3
* xyz 2 5
Pd -0.05062 -0.22664 0.32075
N 2.09615 3.49287 0.04773
C 3.14569 2.57610 0.07005
C 4.52520 2.74101 0.06163
C 5.27133 1.58216 0.09336
C 4.66989 0.31135 0.13052
C 3.30075 0.15930 0.13684
C 2.53885 1.32381 0.10617
N 1.13904 1.48465 0.10862
C 0.96998 2.77281 0.06525
C -1.35583 3.16407 -0.40085
C -2.41762 4.02254 -0.19108
S -3.94327 3.74718 -0.84931
C -3.61872 2.24862 -1.66844
N -2.55307 1.56272 -1.75426
H 2.15386 4.49947 0.02525
H 4.99017 3.71641 0.03296
H 6.35023 1.64982 0.08963
H 5.30189 -0.56526 0.15375
H 2.84469 -0.82283 0.16279
H -2.27347 4.91334 0.40515
H -4.46245 1.81527 -2.19840
O -1.38300 2.05921 -1.09649
O -0.20146 3.49830 0.12222
N -1.03761 -1.91492 0.50086
C -1.63860 -3.07224 0.50284
C -2.14676 -3.62499 1.72145
C -2.75606 -4.85225 1.70115
C -2.88282 -5.56154 0.50203
C -2.39216 -5.03360 -0.69741
C -1.77689 -3.80962 -0.71787
H -2.03111 -3.06473 2.63854
H -3.13653 -5.27628 2.62009
H -3.36201 -6.53084 0.50174
H -2.49388 -5.59691 -1.61475
H -1.38379 -3.38836 -1.63251
*
```

LUMO (alpha / beta) = -7.15 / -9.68 eV
ΔE to the lowest compared entry with this formula, charge and spin = 0.0 kcal per mole
frontier orbital gap (alpha / beta) = 6.524 / 5.047 eV
max |F| = 0.17 eV Å⁻¹
⟨S²⟩ = 6.065
HOMO (alpha / beta) = -13.7 / -14.7 eV

Listed below, in e, are the natural (NBO) charges computed for each atom: 0.7721, -0.5015, 0.0990, -0.2157, -0.1606, -0.1750, -0.2322, 0.1482, -0.5916, 0.6515, 0.7121, -0.4622, 0.6950, -0.1356, -0.0162, 0.4555, 0.2477, 0.2472, 0.2453, 0.2300, 0.3050, 0.2909, -0.2997, -0.4053, -0.3103, 0.0582, -0.1704, -0.1987, -0.1069, -0.2000, -0.1729, 0.2341, 0.2464, 0.2406, 0.2454, 0.2307

***

Entry 3:
The following is a quantum chemistry calculation of one molecule with the formula C16H12O5 at a distorted geometry, from OMol25.

Structure (ORCA input):
```
! wB97M-V def2-TZVPD RIJCOSX def2/J DEFGRID3
* xyz 0 1
C 3.20887 3.35661 1.24536
C 1.85737 3.35404 0.54501
H 1.17818 4.06277 1.02988
H 1.95773 3.59682 -0.51438
O 1.26379 2.05709 0.56627
C 0.55268 1.72734 1.63401
O 0.41444 2.41780 2.61611
C -0.03885 0.37977 1.49470
C -0.28357 -0.49365 2.53775
O -0.78374 -1.64511 2.07675
C -0.88966 -1.54535 0.73833
C -0.44430 -0.30699 0.31370
C -0.54424 0.11188 -1.09020
O -0.34889 1.24081 -1.48445
C -0.96852 -0.98321 -2.00591
C -0.98311 -0.71646 -3.37169
C -1.37999 -1.68148 -4.28107
C -1.77652 -2.93119 -3.83269
C -1.77292 -3.20902 -2.47693
C -1.36940 -2.24977 -1.55329
C -1.38908 -2.61722 -0.11368
O -1.76543 -3.69776 0.29389
H -2.08239 -4.17417 -2.10397
H -2.08967 -3.68710 -4.53696
H -1.38205 -1.45762 -5.33723
H -0.67588 0.26533 -3.70080
C -0.06005 -0.33831 3.99252
H 0.76303 -0.97380 4.31905
H -0.95165 -0.64135 4.53799
H 0.17093 0.69977 4.21131
H 3.66390 4.33865 1.15446
H 3.08197 3.12415 2.30006
H 3.86704 2.61674 0.79610
*
```

LUMO = -1.23 eV
ΔE to the lowest compared entry with this formula, charge and spin = 0.0 kcal per mole
frontier orbital gap = 8.052 eV
max |F| = 1.33 eV Å⁻¹
HOMO = -9.3 eV

Listed below, in e, are the natural (NBO) charges computed for each atom: -0.6328, -0.0748, 0.1992, 0.1958, -0.4819, 0.7974, -0.6068, -0.2370, 0.4070, -0.3712, 0.2419, -0.1537, 0.5310, -0.4985, -0.0510, -0.1856, -0.1898, -0.1940, -0.1528, -0.1483, 0.4851, -0.5034, 0.2389, 0.2196, 0.2192, 0.2386, -0.6809, 0.2354, 0.2394, 0.2665, 0.2166, 0.2204, 0.2105